*i*
Entry from OMol25: 2 unconnected molecules or ions with the total composition C2H5NOS (ωB97M-V/def2-TZVPD).

Kohn-Sham gap = 8.8 eV
Molecular weight = 91.13 Da

Geometry as ORCA input:
```
! wB97M-V def2-TZVPD RIJCOSX def2/J DEFGRID3
* xyz 0 1
C -0.18997 -0.96959 -0.87050
C 0.42410 0.21250 -0.07412
N -0.51260 1.02130 0.54865
O -0.17600 2.01387 1.48915
S -1.10868 0.84307 2.08053
H -0.66414 -1.65356 -0.21654
H 0.57494 -1.38905 -1.39906
H -0.95372 -0.49094 -1.51142
H 0.95688 0.76264 -0.82030
H 1.64919 -0.35022 0.77361
*
```



*ii*
Entry from OMol25: a single C2H5NOS molecule (ωB97M-V/def2-TZVPD).

SMILES string = NCC(=O)S
Kohn-Sham gap = 10.4 eV
Molecular weight = 91.13 Da

Geometry as ORCA input:
```
! wB97M-V def2-TZVPD RIJCOSX def2/J DEFGRID3
* xyz 0 1
C 0.28706 -0.41324 -0.01690
C -0.79900 0.66882 -0.01296
H 1.96784 0.13841 0.85776
H 1.52592 0.96932 -0.57726
H 0.25451 -1.13342 -0.73131
H 0.12643 -0.99347 0.91487
H -2.14905 -1.25141 -0.26889
N 1.66898 0.03431 -0.12610
O -0.46513 1.86612 -0.01327
S -2.41757 0.11455 -0.02594
*
```



Last place for stability: *i*



*i*
Entry from OMol25: 2 unconnected molecules or ions with the total composition FH2O2P (ωB97M-V/def2-TZVPD).

SMILES string = O=PO.F
Kohn-Sham gap = 10.8 eV
Molecular weight = 83.99 Da

Geometry as ORCA input:
```
! wB97M-V def2-TZVPD RIJCOSX def2/J DEFGRID3
* xyz 0 1
O -0.03666 0.56777 -1.59699
O 1.53334 -1.09509 -0.67763
F -1.11140 0.66118 0.81862
P 1.24404 -0.08248 -1.88769
H -1.62557 1.10360 0.17708
H 0.82401 -1.02135 0.02465
*
```



*ii*
Entry from OMol25: a single FH2O2P molecule (ωB97M-V/def2-TZVPD).

SMILES string = OP(O)F
Kohn-Sham gap = 10.7 eV
Molecular weight = 83.99 Da

Geometry as ORCA input:
```
! wB97M-V def2-TZVPD RIJCOSX def2/J DEFGRID3
* xyz 0 1
O 1.01763 -0.86552 0.40616
O -0.45360 1.25864 0.11468
F -0.26968 -0.64709 -1.59276
P -0.43319 -0.69882 0.00486
H 1.34158 -0.79149 1.28771
H -1.20274 1.74428 -0.22065
*
```



Last place for stability: *ii*



*i*
Entry from OMol25: a single C3H6N4O molecule (ωB97M-V/def2-TZVPD).

SMILES string = [H]/N=C(N)\N=C/NC=O
Kohn-Sham gap = 7.9 eV
Molecular weight = 114.11 Da

Geometry as ORCA input:
```
! wB97M-V def2-TZVPD RIJCOSX def2/J DEFGRID3
* xyz 0 1
C -1.65182 -0.15283 -0.28093
C 0.39992 1.09466 -0.00995
C 2.56667 0.04105 -0.32696
H -2.36899 -1.08821 1.56886
H -0.50539 -0.35297 1.69552
H -2.79347 -0.49335 -1.96754
H 0.92181 1.96973 -0.16873
H 0.92462 -0.68791 0.54895
H 3.06845 0.99453 -0.31320
N -1.45259 -0.59595 0.93343
N -2.66185 -0.68625 -0.92072
N -0.82803 0.91317 -0.67056
N 1.28598 0.22052 0.52463
O 3.09470 -1.17620 -0.61279
*
```



*ii*
Entry from OMol25: a single C3H6N4O molecule (ωB97M-V/def2-TZVPD).

SMILES string = Nc1cn(N)[nH]c1=O
Kohn-Sham gap = 8.2 eV
Molecular weight = 114.11 Da

Geometry as ORCA input:
```
! wB97M-V def2-TZVPD RIJCOSX def2/J DEFGRID3
* xyz 0 1
C -0.98246 0.23468 0.10169
C -0.43814 -1.12780 -0.07285
C 0.97272 -0.88916 -0.28294
N 1.24009 0.46819 -0.16752
N 0.04732 1.17643 0.25907
N -1.14461 -2.26308 -0.08161
N -0.07116 2.44363 -0.00552
O 1.88221 -1.69807 -0.36156
H -1.94704 0.40807 0.55520
H 2.27506 0.62849 0.08109
H -1.79603 -2.27453 0.59053
H -0.53417 -3.09027 -0.09390
H 0.49591 3.19588 0.53188
H 0.00030 2.78754 -1.05356
*
```



Last place for stability: *i*



*i*
Entry from OMol25: a single C3H6N4O molecule (ωB97M-V/def2-TZVPD).

SMILES string = [H]/N=C(N)/N=C(\N)C=O
Kohn-Sham gap = 8.9 eV
Molecular weight = 114.11 Da

Geometry as ORCA input:
```
! wB97M-V def2-TZVPD RIJCOSX def2/J DEFGRID3
* xyz 0 1
C 1.71442 -0.03170 0.00227
C -0.80426 0.08520 -0.00270
C -2.01101 -0.81484 0.07125
H 2.80203 -2.13136 0.01364
H 3.74201 -0.64059 -0.13091
H 2.84004 1.61346 -0.20251
H -1.97728 1.65923 0.01221
H -0.11732 1.75824 0.34958
H -1.90073 -1.97951 0.48445
N 2.75121 -1.05176 0.04836
N 1.82148 1.28564 -0.04100
N 0.35029 -0.54820 -0.08880
N -1.08293 1.37406 0.09560
O -3.20801 -0.39121 -0.13131
*
```



*ii*
Entry from OMol25: a single C3H6N4O molecule (ωB97M-V/def2-TZVPD).

SMILES string = [H]/N=C/N/C(=N/[H])C(N)=O
Kohn-Sham gap = 9.6 eV
Molecular weight = 114.11 Da

Geometry as ORCA input:
```
! wB97M-V def2-TZVPD RIJCOSX def2/J DEFGRID3
* xyz 0 1
C -0.52163 -0.87837 -0.56923
C 0.76835 -0.46905 -0.09265
C 0.31873 1.91494 0.88248
H -2.50141 -0.81948 -0.28716
H -1.82267 0.72066 0.04533
H 1.31496 -1.99185 -0.98392
H 1.84613 0.36686 1.72802
H 0.87421 2.85447 1.16554
H -1.04376 3.14432 0.23562
N -1.72561 -0.34367 -0.01680
N 1.78782 -1.14735 -0.46572
N 1.06422 0.59503 0.89122
N -0.91072 1.94436 0.64261
O -0.44626 -1.87733 -1.32327
*
```



*iii*
Entry from OMol25: a single C3H6N4O molecule (ωB97M-V/def2-TZVPD).

SMILES string = [H]/N=C/[C@@H]1N=NCON1
Kohn-Sham gap = 9.1 eV
Molecular weight = 114.11 Da

Geometry as ORCA input:
```
! wB97M-V def2-TZVPD RIJCOSX def2/J DEFGRID3
* xyz 0 1
C 1.57623 -0.42201 -0.35892
C -2.15515 -0.30863 -0.27610
C 0.44525 -0.06288 0.56289
N -1.34636 -1.51915 0.04457
N -0.27137 -1.29789 0.49928
N 2.66308 -0.55900 0.28836
N -0.42108 1.04278 0.05749
O -1.79333 0.76927 0.48344
H 1.33723 -0.64775 -1.39306
H -1.92067 -0.01051 -1.39924
H -3.15781 -0.61451 -0.11996
H 0.89606 0.37782 1.47098
H 3.35902 -0.96543 -0.29391
H -0.21129 2.03318 0.50168
*
```



*iv*
Entry from OMol25: a molecular structure, C3H6N4O (ωB97M-V/def2-TZVPD).

Kohn-Sham gap = 9.2 eV
Molecular weight = 114.11 Da

Geometry as ORCA input:
```
! wB97M-V def2-TZVPD RIJCOSX def2/J DEFGRID3
* xyz 0 1
C -0.68356 0.05815 -0.10291
C 0.22605 1.33192 -0.22756
C 2.27665 -0.83205 0.59636
H -2.50914 -1.14790 -0.86911
H -2.05600 1.09237 1.11307
H 0.39295 -0.90231 -1.19766
H -0.27026 2.37510 -0.30782
H 2.63431 -1.77623 0.65553
H 2.04746 -0.12653 1.64218
N -2.00953 0.55806 0.14152
N -0.51868 -1.01775 -0.73205
N 1.50509 1.06796 -0.35041
N 1.86089 -0.22011 -0.48470
O -2.89623 -0.46070 0.12358
*
```



Last place for stability: *iv*